Computed, not measured: a cluster of 5 separate species, C30H40BrFN2O9 in total, with ωB97M-V/def2-TZVPD.

Geometry (Å):
C (-2.415, 0.585, 0.811)
C (-3.263, 1.171, 1.957)
Br (-2.256, 0.823, 3.640)
C (-3.493, 2.715, 1.881)
C (-2.858, 3.371, 0.665)
C (-1.643, 3.937, 0.801)
C (-0.954, 4.532, -0.293)
N (0.279, 5.058, -0.064)
C (0.810, 5.527, -1.165)
C (0.201, 5.512, -2.451)
C (0.958, 6.078, -3.651)
C (1.197, 4.952, -4.702)
C (1.307, 3.567, -4.068)
F (1.656, 2.672, -5.110)
N (-1.008, 5.044, -2.658)
C (-1.596, 4.534, -1.535)
C (-2.882, 3.960, -1.657)
C (-3.519, 3.391, -0.601)
O (-4.763, 2.851, -0.733)
H (-2.728, 0.908, -0.188)
H (-1.353, 0.756, 1.013)
H (-2.563, -0.508, 0.842)
H (-4.186, 0.594, 2.038)
H (-4.571, 2.919, 1.941)
H (-3.042, 3.194, 2.756)
H (-1.166, 3.939, 1.780)
H (1.821, 5.940, -1.093)
H (0.311, 6.866, -4.060)
H (1.883, 6.569, -3.331)
H (2.153, 5.169, -5.200)
H (0.412, 4.900, -5.463)
H (0.353, 3.191, -3.688)
H (2.103, 3.491, -3.317)
H (-3.362, 3.963, -2.638)
H (-5.125, 3.139, -1.580)
O (1.280, 1.663, -1.134)
C (2.182, 0.873, -1.141)
O (2.398, 0.001, -0.136)
C (3.611, -0.743, -0.376)
C (3.837, -0.653, -1.875)
C (3.251, 0.718, -2.206)
H (4.420, -0.283, 0.196)
H (3.484, -1.764, -0.041)
H (4.881, -0.770, -2.160)
H (3.262, -1.429, -2.384)
H (3.985, 1.517, -2.088)
H (2.815, 0.748, -3.202)
O (4.677, -3.197, 0.382)
C (4.308, -4.280, 0.748)
O (4.503, -5.412, 0.035)
C (3.847, -6.514, 0.690)
C (3.699, -6.087, 2.140)
C (3.535, -4.580, 2.011)
H (2.882, -6.679, 0.205)
H (4.452, -7.412, 0.581)
H (2.874, -6.578, 2.652)
H (4.616, -6.310, 2.689)
H (2.491, -4.297, 1.862)
H (3.955, -4.050, 2.861)
O (-6.113, -2.302, -0.386)
C (-5.130, -2.221, -1.062)
O (-3.968, -2.858, -0.769)
C (-2.949, -2.473, -1.707)
C (-3.699, -1.977, -2.932)
C (-4.961, -1.385, -2.315)
H (-2.337, -1.690, -1.253)
H (-2.317, -3.329, -1.931)
H (-3.126, -1.272, -3.531)
H (-3.964, -2.822, -3.571)
H (-4.824, -0.341, -2.026)
H (-5.823, -1.488, -2.969)
O (0.562, -4.877, 3.478)
C (0.687, -4.037, 4.322)
O (1.879, -3.727, 4.890)
C (1.683, -2.761, 5.939)
C (0.362, -2.083, 5.615)
C (-0.418, -3.207, 4.942)
H (1.657, -3.288, 6.895)
H (2.516, -2.061, 5.946)
H (-0.132, -1.663, 6.489)
H (0.525, -1.273, 4.901)
H (-0.956, -3.822, 5.665)
H (-1.097, -2.833, 4.181)

Values from the calculation:
electronic energy	-125927.8577	eV
Kohn-Sham gap	0.31969	Eh
2S+1	1
SMILES	C[C@@H](Br)Cc1cc2ncc(CCCF)nc2cc1O.O=C1CCCO1.O=C1CCCO1.O=C1CCCO1.O=C1CCCO1

Computed, not measured: a structure of composition C26H26Cl2GeN2ReSSbSe4, with ωB97M-V/def2-TZVPD.

Geometry (Å):
Re (0.377, -0.768, 1.954)
C (-2.403, 4.787, 4.699)
C (-2.544, 3.503, 3.971)
C (-3.644, 2.704, 3.931)
C (-3.587, 1.532, 3.136)
N (-2.483, 1.116, 2.528)
C (-1.404, 1.884, 2.624)
S (0.234, 1.492, 2.071)
N (-1.446, 3.040, 3.276)
C (-4.794, 0.699, 3.041)
H (-3.378, 5.228, 4.814)
H (-1.742, 5.511, 4.146)
H (-2.025, 4.685, 5.721)
H (-4.572, 2.982, 4.427)
H (-0.598, 3.619, 3.350)
H (-5.707, 1.294, 2.814)
H (-5.011, 0.266, 3.993)
H (-4.601, -0.102, 2.314)
Cl (5.243, -1.789, 2.157)
C (3.555, -1.632, 1.811)
Cl (2.687, -0.314, 2.694)
H (2.978, -2.516, 2.102)
H (3.352, -1.413, 0.752)
C (-0.143, -1.039, 0.102)
Ge (0.843, -0.517, -1.597)
C (2.314, -1.881, -1.683)
C (1.999, -3.157, -2.229)
C (2.993, -4.112, -2.426)
C (4.270, -3.849, -2.045)
C (4.574, -2.701, -1.332)
C (3.635, -1.699, -1.221)
C (-0.527, -0.876, -2.940)
C (-1.908, -0.765, -2.683)
C (-2.852, -1.226, -3.610)
C (-2.435, -1.754, -4.806)
C (-1.120, -1.938, -5.059)
C (-0.173, -1.451, -4.155)
C (1.352, 1.340, -1.396)
C (0.357, 2.370, -1.465)
C (0.684, 3.706, -1.422)
C (2.001, 4.119, -1.285)
C (2.987, 3.171, -1.274)
C (2.670, 1.796, -1.273)
H (-1.201, -0.824, -0.065)
H (0.987, -3.405, -2.515)
H (2.775, -5.042, -2.967)
H (5.106, -4.567, -2.218)
H (5.593, -2.597, -0.865)
H (3.974, -0.789, -0.764)
H (-2.331, -0.399, -1.784)
H (-3.888, -1.139, -3.422)
H (-3.166, -2.077, -5.536)
H (-0.800, -2.437, -6.001)
H (0.864, -1.702, -4.405)
H (-0.680, 2.069, -1.599)
H (-0.051, 4.455, -1.419)
H (2.271, 5.171, -1.150)
H (4.051, 3.414, -1.145)
H (3.511, 1.058, -1.240)
Se (0.513, -2.840, 0.487)
Sb (-1.809, -3.834, 1.313)
Se (-0.599, -1.671, 3.732)
Se (-1.728, -5.690, 2.648)
Se (-3.401, -2.500, 0.388)

Values from the calculation:
electronic energy	-392796.9046	eV
total charge	+2
Kohn-Sham gap	0.22907	Eh
2S+1	1
energy relative to the best compared isomer or geometry (same formula, charge and spin)	92.5	kJ/mol

Computed, not measured: a structure of composition C18H12BrF3N3O7STa, with ωB97M-V/def2-TZVPD.

Geometry (Å):
Ta (-0.310, 0.415, 0.329)
O (1.403, 0.240, 1.763)
C (2.216, 0.412, 0.787)
C (3.696, 0.301, 0.664)
C (3.934, 0.616, -0.824)
C (2.568, 0.926, -1.425)
O (2.259, 1.230, -2.524)
N (1.621, 0.793, -0.339)
H (4.027, -0.689, 0.979)
H (4.166, 1.011, 1.348)
H (4.367, -0.222, -1.369)
H (4.593, 1.468, -0.983)
N (-3.722, 5.548, -1.924)
C (-2.783, 5.133, -1.411)
C (-1.608, 4.597, -0.775)
C (-0.592, 5.417, -0.294)
C (0.508, 4.831, 0.311)
C (0.570, 3.463, 0.407)
N (-0.415, 2.664, -0.054)
C (-1.491, 3.230, -0.632)
H (-0.669, 6.492, -0.396)
H (1.315, 5.431, 0.707)
H (1.417, 2.984, 0.873)
H (-2.278, 2.586, -0.995)
F (-3.126, 0.814, 3.462)
C (-2.786, 1.126, 2.254)
F (-1.496, 1.670, 2.271)
F (-3.577, 2.012, 1.712)
S (-2.611, -0.374, 1.172)
O (-3.813, -1.084, 1.339)
O (-1.203, -0.709, 1.731)
O (-2.177, 0.543, -0.060)
Br (0.793, -8.018, -0.614)
C (0.242, -6.246, -0.624)
C (-1.107, -5.951, -0.424)
C (-1.513, -4.639, -0.407)
C (-0.566, -3.617, -0.594)
C (0.784, -3.931, -0.822)
C (1.190, -5.243, -0.829)
C (-0.989, -2.265, -0.485)
O (-2.152, -1.937, -0.233)
O (-0.045, -1.243, -0.561)
H (-1.819, -6.752, -0.279)
H (-2.553, -4.387, -0.247)
H (1.506, -3.144, -0.996)
H (2.226, -5.506, -0.990)

Values from the calculation:
electronic energy	-128230.3858	eV
total charge	+2
Kohn-Sham gap	0.20723	Eh
2S+1	1

The highest Kohn-Sham gap belongs to which entry?
C30H40BrFN2O9

Look up the Kohn-Sham gap of the first one.
0.31969 Eh